Entry 1:
{
  "formula": "C27H41Cl3LuN3O3Si",
  "method": "ωB97M-V with the def2-TZVPD basis set",
  "lumo_energy_ev": -0.0498,
  "homo_lumo_gap_ev": 8.17,
  "homo_ev": -8.223,
  "spin_multiplicity": 1,
  "charge": 0,
  "species": ["C", "C", "H", "H", "H", "C", "C", "H", "H", "H", "H", "Lu", "Cl", "Cl", "C", "O", "N", "C", "C", "H", "H", "H", "H", "H", "H", "H", "H", "H", "C", "C", "N", "H", "C", "O", "H", "H", "H", "H", "O", "C", "C", "C", "H", "C", "H", "C", "H", "C", "C", "H", "H", "H", "Si", "Cl", "C", "C", "C", "H", "H", "H", "H", "H", "H", "H", "H", "H", "N", "C", "C", "C", "C", "C", "C", "C", "H", "H", "H", "H", "H"],
  "positions_angstrom": [[4.1860, -1.9648, -3.6329], [3.1704, -2.3363, -2.5983], [4.5117, -2.8793, -4.1523], [5.0776, -1.5158, -3.1669], [3.7943, -1.2454, -4.3627], [3.3403, -3.4164, -1.8179], [4.4330, -4.4037, -2.0185], [2.7052, -3.5950, -0.9503], [5.4227, -3.9746, -1.7853], [4.4284, -4.7256, -3.0684], [4.2689, -5.2882, -1.3861], [-0.9448, 1.6924, 1.4474], [-1.4827, 2.9319, -0.6493], [0.7475, 3.4114, 2.0721], [-3.4416, -0.0138, 0.7826], [-3.0746, 0.4753, 1.8912], [-3.8867, -1.2556, 0.5600], [-3.8509, -2.2255, 1.6336], [-4.6376, -1.6183, -0.6358], [-3.3698, 0.5921, -0.1339], [-3.2952, -1.7631, 2.4501], [-3.3532, -3.1469, 1.3053], [-4.8786, -2.4549, 1.9373], [-4.3716, -0.9419, -1.4566], [-5.7198, -1.5410, -0.4307], [-4.4034, -2.6547, -0.9192], [3.4552, -1.0112, 1.6673], [2.0834, -3.4099, 1.7152], [3.0199, -0.9352, 2.6744], [1.7563, -3.0426, 2.6979], [1.7169, -1.5849, 2.7102], [2.9272, 0.1103, 2.9739], [0.5731, -0.8901, 2.6884], [0.4986, 0.3667, 2.7052], [0.7725, -3.4577, 2.9303], [-0.3403, -1.4928, 2.5818], [3.7038, -1.4717, 3.3425], [2.4909, -3.3946, 3.4308], [2.6264, -0.2040, -1.6916], [2.0618, -1.3332, -2.3987], [0.7491, -2.3780, -0.4767], [0.8069, -1.9483, -1.8031], [1.5208, -2.0430, 0.2268], [-0.3234, -3.1811, -0.0456], [1.7695, -0.9518, -3.3801], [-0.2971, -2.1802, -2.6356], [-0.3501, -3.5263, 0.9847], [-1.3456, -3.5337, -0.9159], [-1.3596, -2.9657, -2.1906], [-0.3090, -1.7564, -3.6427], [-2.1562, -4.1822, -0.5721], [-2.2025, -3.1761, -2.8466], [3.5116, 1.1329, -1.6814], [-0.9593, -0.2445, 0.0871], [3.8517, 1.4224, 0.1381], [2.2400, 2.5014, -1.9869], [4.9355, 1.1494, -2.8534], [3.8117, 0.4826, 0.6982], [3.0580, 2.0649, 0.5524], [4.8139, 1.9060, 0.3393], [5.7645, 0.4739, -2.5809], [5.2913, 2.1931, -2.8076], [4.6436, 0.9247, -3.8924], [1.8426, 2.8510, -1.0199], [1.3830, 2.1537, -2.5854], [2.7186, 3.3519, -2.4881], [-2.5458, 3.1692, 2.1691], [-3.4108, 3.9508, 2.0392], [-4.3872, 4.9793, 2.0508], [-4.7818, 5.4160, 3.3217], [-5.7255, 6.4302, 3.4547], [-6.2720, 7.0290, 2.3151], [-5.8534, 6.6270, 1.0424], [-4.9059, 5.6045, 0.8966], [-4.3361, 4.9375, 4.1988], [-6.0302, 6.7265, 4.4568], [-7.0310, 7.8048, 2.4256], [-6.2815, 7.1086, 0.1606], [-4.5697, 5.2841, -0.0946]],
  "mulliken_charge": [-1.820, 0.624, 0.506, 0.172, 0.341, 0.512, -1.491, 0.345, 0.273, 0.352, 0.373, 1.338, -0.613, -0.638, 0.033, -0.842, 0.374, -0.846, -0.899, 0.551, 0.214, 0.198, 0.349, 0.273, 0.310, 0.314, 0.200, 0.277, -0.899, -0.881, 0.123, 0.376, 0.339, -0.734, 0.336, 0.299, 0.344, 0.357, 0.040, -0.584, 0.399, 0.982, 0.391, -0.913, 0.396, -0.721, 0.088, -0.783, -0.890, 0.369, 0.596, 0.414, 0.168, -0.079, -0.338, -0.918, -1.238, -0.403, 0.140, 0.448, 0.352, 0.397, 0.328, 0.182, 0.256, 0.363, -0.418, 0.337, 0.366, -0.327, -0.565, -0.330, -0.466, -0.432, 0.382, 0.365, 0.374, 0.371, 0.462]
}

Entry 2:
{
  "formula": "C27H41N3O4",
  "method": "ωB97M-V with the def2-TZVPD basis set",
  "lumo_energy_ev": 0.1394,
  "homo_lumo_gap_ev": 6.01,
  "homo_ev": -5.869,
  "spin_multiplicity": 1,
  "charge": 0,
  "species": ["C", "C", "C", "N", "N", "N", "C", "C", "C", "C", "C", "C", "C", "C", "C", "C", "H", "H", "H", "H", "H", "H", "H", "H", "H", "H", "H", "H", "H", "H", "H", "H", "H", "H", "H", "H", "H", "H", "H", "H", "H", "C", "C", "O", "C", "C", "C", "C", "C", "C", "C", "C", "C", "C", "O", "O", "C", "C", "O", "H", "H", "H", "H", "H", "H", "H", "H", "H", "H", "H", "H", "H", "H", "H", "H"],
  "positions_angstrom": [[-0.6509, -3.0668, 1.1971], [0.2754, -3.4300, 0.0548], [0.6460, -4.8967, 0.0570], [1.5120, -2.6567, 0.1051], [2.5719, -3.1359, 0.7312], [3.4816, -2.1288, 0.6809], [4.7619, -2.4005, 1.3798], [5.3701, -3.6365, 0.7626], [4.4940, -2.6178, 2.8529], [3.0130, -1.0424, 0.0222], [3.8884, 0.1863, -0.2224], [3.1304, 1.2259, -1.0434], [5.1380, -0.2017, -1.0229], [4.2563, 0.8355, 1.1153], [1.6850, -1.3529, -0.3562], [0.6552, -0.7005, -1.0205], [-1.5717, -3.6523, 1.1063], [-0.1758, -3.3042, 2.1562], [-0.9102, -2.0041, 1.1821], [-0.1913, -3.1603, -0.8910], [-0.2663, -5.4941, -0.0351], [1.2903, -5.1288, -0.7943], [1.1661, -5.1586, 0.9811], [5.4036, -1.5359, 1.2323], [6.3439, -3.8374, 1.2238], [4.7048, -4.4891, 0.9310], [5.5210, -3.5134, -0.3146], [5.4438, -2.7940, 3.3725], [4.0134, -1.7476, 3.3118], [3.8485, -3.4928, 2.9837], [2.2304, 1.5613, -0.5168], [3.7745, 2.1008, -1.2082], [2.8522, 0.8203, -2.0227], [5.7764, -0.9202, -0.4980], [4.8411, -0.6396, -1.9845], [5.7336, 0.6990, -1.2206], [4.8442, 0.1747, 1.7612], [4.8467, 1.7411, 0.9266], [3.3409, 1.1183, 1.6504], [0.8267, 0.2788, -1.4391], [-0.2639, -1.2448, -1.2172], [-0.2988, 1.6024, -4.6053], [-1.3708, 2.5392, -4.0978], [-1.7661, 2.0872, -2.7773], [-2.6911, 2.8662, -2.1842], [-3.1050, 2.3444, -0.8436], [-2.4025, 1.4156, -0.1490], [-2.7969, 0.9435, 1.1704], [-4.1542, 0.7251, 1.5162], [-4.4932, 0.2597, 2.7884], [-3.4936, 0.0227, 3.7413], [-2.1477, 0.2332, 3.4154], [-1.8032, 0.6654, 2.1362], [-4.1409, 3.2040, -0.1679], [-3.9588, 3.7452, 0.9114], [-5.2802, 3.3442, -0.8676], [-6.2701, 4.1367, -0.1597], [-7.4736, 4.2453, -1.0580], [-3.1055, 3.9125, -2.6536], [-0.0068, 1.9053, -5.6145], [0.5997, 1.6301, -3.9753], [-0.6573, 0.5669, -4.6539], [-0.9942, 3.5689, -4.0233], [-2.2535, 2.5138, -4.7533], [-1.4904, 1.0222, -0.5957], [-4.9297, 0.8880, 0.7636], [-5.5449, 0.0951, 3.0345], [-3.7618, -0.3299, 4.7390], [-1.3587, 0.0623, 4.1511], [-0.7594, 0.8340, 1.8533], [-6.5226, 3.6267, 0.7825], [-5.8429, 5.1259, 0.0550], [-8.2463, 4.8429, -0.5672], [-7.2274, 4.7372, -2.0056], [-7.9027, 3.2612, -1.2761]],
  "mulliken_charge": [-0.836, 0.097, -1.640, 0.946, -1.155, 1.108, 0.100, -1.549, -1.539, -0.133, 2.193, -2.525, -1.540, -1.518, 1.722, -2.040, 0.399, 0.314, -0.017, 0.384, 0.446, 0.408, 0.323, 0.359, 0.429, 0.383, 0.352, 0.419, 0.360, 0.362, 0.365, 0.527, 0.511, 0.261, 0.348, 0.459, 0.273, 0.456, 0.295, 0.029, -0.017, -1.026, -0.256, -0.178, 0.248, 0.750, -0.263, 0.838, -0.156, -0.766, -0.390, -0.536, -0.635, -0.256, -0.590, -0.273, -0.124, -1.234, -0.625, 0.418, 0.134, 0.296, 0.315, 0.311, 0.199, 0.540, 0.371, 0.380, 0.389, 0.415, 0.289, 0.290, 0.403, 0.308, 0.296]
}

Entry 3:
{
  "formula": "C27H42AsCl3NiO5Si",
  "method": "ωB97M-V with the def2-TZVPD basis set",
  "lumo_energy_ev": [0.3915, -0.3112],
  "homo_lumo_gap_ev": [8.59, 7.98],
  "homo_ev": [-8.197, -8.290],
  "spin_multiplicity": 3,
  "charge": 0,
  "species": ["Ni", "Cl", "C", "C", "C", "Cl", "C", "O", "C", "Cl", "C", "H", "H", "C", "C", "C", "C", "O", "Si", "O", "O", "C", "C", "C", "C", "O", "C", "C", "C", "C", "H", "H", "H", "H", "H", "H", "H", "H", "H", "H", "H", "H", "H", "H", "H", "H", "H", "H", "H", "H", "H", "H", "H", "H", "H", "H", "H", "C", "As", "C", "C", "C", "C", "C", "C", "C", "C", "H", "H", "H", "H", "H", "H", "H", "H", "H", "H", "H", "H", "H"],
  "positions_angstrom": [[1.5828, 0.0404, -1.3217], [8.1389, -0.6043, 0.9832], [6.4699, -0.8414, 0.5665], [5.9381, -0.1918, -0.5305], [4.6045, -0.4013, -0.8248], [3.8915, 0.4452, -2.1886], [3.7419, -1.2316, -0.0940], [2.4873, -1.3909, -0.3822], [4.3508, -1.8610, 1.0142], [3.3599, -2.8770, 2.0071], [5.6785, -1.6767, 1.3424], [6.5435, 0.4669, -1.1366], [6.0947, -2.1781, 2.2047], [-0.6809, -3.4825, 0.7754], [-1.2634, -2.9732, -0.5348], [-0.2849, -3.2357, -1.6736], [-2.6162, -3.6127, -0.8205], [-1.4765, -1.5608, -0.3460], [-1.5579, -0.3447, -1.4401], [-0.1203, 0.1398, -1.9664], [-2.2302, 0.9249, -0.6360], [-3.4670, 0.9911, 0.0911], [-3.8851, 2.4550, 0.0557], [-4.5436, 0.1204, -0.5485], [-3.2239, 0.5409, 1.5280], [-2.5048, -0.8646, -2.6789], [-2.6160, -0.3100, -3.9996], [-2.6184, 1.2149, -3.9494], [-3.9398, -0.8228, -4.5498], [-1.4564, -0.8161, -4.8508], [-0.5186, -4.5610, 0.7282], [-1.3637, -3.2677, 1.5998], [0.2755, -2.9950, 0.9687], [-0.1695, -4.3121, -1.8135], [0.6951, -2.8123, -1.4473], [-0.6503, -2.8053, -2.6062], [-2.5168, -4.6954, -0.9196], [-3.0313, -3.2115, -1.7464], [-3.3056, -3.4034, -0.0004], [-4.0460, 2.7759, -0.9746], [-3.1022, 3.0776, 0.4918], [-4.8072, 2.6079, 0.6190], [-4.7207, 0.4135, -1.5837], [-5.4758, 0.2284, 0.0088], [-4.2568, -0.9325, -0.5393], [-2.4898, 1.1866, 2.0145], [-2.8546, -0.4846, 1.5421], [-4.1522, 0.5899, 2.1006], [-3.4369, 1.5772, -3.3250], [-2.7470, 1.6188, -4.9553], [-1.6793, 1.5910, -3.5402], [-4.7683, -0.4731, -3.9321], [-3.9461, -1.9137, -4.5482], [-4.0938, -0.4728, -5.5720], [-0.5090, -0.4810, -4.4302], [-1.5447, -0.4430, -5.8732], [-1.4623, -1.9072, -4.8818], [0.2932, 2.9176, 0.7565], [1.4888, 1.4016, 0.6771], [0.7487, 0.2174, 2.0107], [3.1587, 2.0412, 1.4982], [3.0306, 2.2586, 2.9735], [2.5713, 3.4697, 3.4843], [2.4053, 3.6439, 4.8510], [2.6976, 2.6078, 5.7260], [3.1620, 1.3985, 5.2265], [3.3261, 1.2258, 3.8609], [0.1754, 3.2601, 1.7842], [-0.6640, 2.5770, 0.3608], [0.6716, 3.7280, 0.1354], [0.6115, 0.7404, 2.9561], [1.4140, -0.6350, 2.1366], [-0.2059, -0.1405, 1.6303], [3.4319, 2.9568, 0.9716], [3.9142, 1.2878, 1.2729], [2.3490, 4.2860, 2.8059], [2.0506, 4.5927, 5.2330], [2.5694, 2.7433, 6.7918], [3.3973, 0.5866, 5.9027], [3.6838, 0.2771, 3.4741]],
  "mulliken_charge": [0.543, -0.235, 0.496, -0.884, 0.980, -0.257, -0.613, -0.695, 0.805, -0.180, -0.859, 0.434, 0.454, -1.656, 1.796, -1.076, -1.661, 1.126, -1.499, -1.602, 0.840, 1.770, -1.701, -1.408, -1.436, 0.420, 1.671, -1.240, -1.679, -1.657, 0.440, 0.316, 0.172, 0.586, -0.079, 0.044, 0.527, 0.103, 0.289, 0.358, 0.294, 0.411, 0.168, 0.602, 0.154, 0.243, 0.083, 0.523, 0.168, 0.588, 0.144, 0.337, 0.328, 0.404, 0.159, 0.516, 0.305, -0.852, 1.068, -0.452, -0.526, -0.021, -0.285, -0.700, -0.438, -0.744, 0.103, 0.378, -0.109, 0.470, 0.526, 0.078, -0.222, 0.611, 0.003, 0.440, 0.378, 0.385, 0.417, 0.314]
}

Q: What is the formula in the first record?
A: C27H41Cl3LuN3O3Si